{
  "formula": "C2H3OPS",
  "method": "ωB97M-V/def2-TZVPD",
  "e_above_lowest_kj_mol": 399.1,
  "gap_ev": [7.5, 7.5],
  "homo_ha": [-0.323, -0.323],
  "symbols": ["H", "H", "P", "H", "O", "C", "S", "C"],
  "positions_angstrom": [[1.6116, 1.2348, -1.6341], [1.4622, -0.5004, 1.0190], [-1.9031, -1.4062, -0.0421], [-1.2707, -1.9904, 1.1733], [-1.4213, 1.4750, -0.5069], [1.5035, 0.7199, -0.7056], [-1.1110, 0.3547, 0.4186], [1.1286, 0.1126, 0.2779]],
  "atomic_forces_ev_per_a": [[-0.1, 0.1, 0.1], [0.0, -1.4, 2.0], [0.3, -0.4, 0.5], [-0.5, 0.7, -0.9], [0.0, -1.1, 0.4], [-0.4, -0.1, -0.1], [-1.5, 0.8, 0.2], [2.1, 1.3, -2.3]]
}

=====

{
  "formula": "C2H3OS",
  "method": "ωB97M-V/def2-TZVPD",
  "charge": -1,
  "e_above_lowest_kj_mol": 219.1,
  "gap_ev": [5.7, 5.7],
  "homo_ha": [-0.074, -0.074],
  "symbols": ["O", "C", "H", "C", "S", "H", "H"],
  "positions_angstrom": [[-1.9866, -1.0720, 0.3095], [0.4753, 0.9828, -0.3046], [0.1474, 1.5628, 0.5524], [-0.7911, -1.2970, 0.3315], [0.3657, -2.3686, 0.6567], [1.5099, 0.7691, -0.2544], [0.2794, 1.4229, -1.2912]],
  "atomic_forces_ev_per_a": [[3.2, -0.4, -0.1], [-1.4, -0.9, -0.1], [-0.2, 0.3, -0.1], [-3.0, 1.9, -0.4], [0.5, -0.4, 0.1], [1.2, -0.5, 0.3], [-0.4, 0.0, 0.3]]
}

=====

Number 1: calculated total energy -892.6116 Eh. Number 2: calculated total energy -551.3921 Eh.